C5H10O | ωB97M-V/def2-TZVPD

Values from the calculation:
LUMO level, eV: 0.960
E, Eh: -271.62454
Relative energy (zero: lowest compared OMol25 entry of this formula, charge and spin), eV: 3.485
HOMO, eV: -8.4

Structure (ORCA input):
```
! RIJCOSX wB97M-V def2-TZVPD def2/J DEFGRID3
* xyz 0 1
C -1.32446 -1.22947 0.76926
C -0.35148 -0.41789 -0.07997
C -0.24108 1.06406 0.31673
C 1.21092 1.47278 0.15791
O 1.88762 0.36731 0.01686
C 1.09665 -0.86667 0.07297
H -2.35207 -0.87339 0.64331
H -1.30366 -2.29340 0.50842
H -1.06576 -1.13784 1.83140
H -0.63745 -0.48272 -1.13781
H -0.90099 1.73413 -0.24275
H -0.47194 1.22060 1.38272
H 1.03140 2.25807 -1.98507
H 0.65752 2.02961 -2.58993
H 1.46793 -1.52628 -0.71460
H 1.29684 -1.31890 1.05055
*
```

Here are the Mulliken charges for atoms 1 to 4, given in e: number 1, C, carries -1.52; number 2, C, carries 0.59; number 3, C, carries -0.37; number 4, C, carries -0.65


C5H10O | ωB97M-V/def2-TZVPD

Values from the calculation:
SMILES: C[C@H]1CCC1=O.[H][H]
LUMO level, eV: 1.019
E, Eh: -271.69018
Relative energy (zero: lowest compared OMol25 entry of this formula, charge and spin), eV: 1.699
HOMO, eV: -9.4

Structure (ORCA input):
```
! RIJCOSX wB97M-V def2-TZVPD def2/J DEFGRID3
* xyz 0 1
C -0.01533 0.45353 -1.95157
C 0.11746 0.49930 -0.43503
C -1.18684 0.58017 0.40873
C -0.88137 -0.79025 1.06879
C 0.37535 -0.86823 0.20323
O 1.22152 -1.70552 0.03571
H 0.95433 0.24366 -2.41346
H -0.70896 -0.33944 -2.25564
H -0.39208 1.40291 -2.34586
H 0.87305 1.23635 -0.13375
H -1.22338 1.41969 1.10738
H -2.09744 0.58952 -0.19744
H -0.67015 -0.76639 2.14291
H -1.59782 -1.59441 0.87296
H 2.64511 0.11178 2.17464
H 2.58657 -0.47267 1.71839
*
```

Here are the Mulliken charges for atoms 1 to 4, given in e: number 1, C, carries -1.45; number 2, C, carries 0.57; number 3, C, carries -0.72; number 4, C, carries -0.36


C5H10O | ωB97M-V/def2-TZVPD

Values from the calculation:
SMILES: CC(=O)C(C)C
LUMO level, eV: 0.840
E, Eh: -271.69277
Relative energy (zero: lowest compared OMol25 entry of this formula, charge and spin), eV: 1.628
HOMO, eV: -9.6

Structure (ORCA input):
```
! RIJCOSX wB97M-V def2-TZVPD def2/J DEFGRID3
* xyz 0 1
C 2.10600 -0.20256 -0.13802
C 0.90718 0.52266 -0.67013
O 1.03484 1.54303 -1.32176
C -0.44869 -0.10365 -0.33857
C -1.61081 0.78789 -0.78179
C -0.68204 -0.72659 1.28421
H 2.07623 -0.18922 0.94862
H 2.03905 -1.23592 -0.46442
H 3.05169 0.22839 -0.46479
H -0.49263 -1.17456 -0.36354
H -1.50963 1.20931 -1.79241
H -1.65566 1.65071 -0.10220
H -2.55743 0.24788 -0.73417
H -0.59111 0.14651 1.89719
H 0.02551 -1.52098 1.63446
H -1.69249 -1.18289 1.40731
*
```

Here are the Mulliken charges for atoms 1 to 4, given in e: number 1, C, carries -1.23; number 2, C, carries 0.81; number 3, O, carries -0.59; number 4, C, carries 0.38


C5H10O | ωB97M-V/def2-TZVPD

Values from the calculation:
SMILES: C/C=C\C.C=O
LUMO level, eV: 1.003
E, Eh: -271.69408
Relative energy (zero: lowest compared OMol25 entry of this formula, charge and spin), eV: 1.593
HOMO, eV: -9.4

Structure (ORCA input):
```
! RIJCOSX wB97M-V def2-TZVPD def2/J DEFGRID3
* xyz 0 1
C -0.01480 -1.21140 1.28556
C -0.41436 0.23560 1.20532
C -0.99932 0.81960 0.15564
C -1.35102 0.13724 -1.13961
H -0.80030 -1.80608 1.76857
H 0.89479 -1.34091 1.88151
H 0.16517 -1.64396 0.29607
H -0.22753 0.83816 2.09465
H -1.26129 1.87419 0.23934
H -1.57495 0.86990 -1.92086
H -2.23544 -0.50314 -1.02187
H -0.52876 -0.49080 -1.50329
C 2.02734 0.87518 -0.53384
O 1.90606 0.39916 -1.63501
H 2.34815 0.27075 0.33805
H 1.84198 1.94651 -0.32334
*
```

Here are the Mulliken charges for atoms 1 to 4, given in e: number 1, C, carries -1.07; number 2, C, carries -0.27; number 3, C, carries -0.13; number 4, C, carries -1.08


C5H10O | ωB97M-V/def2-TZVPD

Values from the calculation:
SMILES: C=C/C=C\C.O
LUMO level, eV: 0.739
E, Eh: -271.67618
Relative energy (zero: lowest compared OMol25 entry of this formula, charge and spin), eV: 2.080
HOMO, eV: -8.6

Structure (ORCA input):
```
! RIJCOSX wB97M-V def2-TZVPD def2/J DEFGRID3
* xyz 0 1
C -1.06411 -0.30516 -2.64729
C -0.61056 -0.29469 -1.37848
C 0.41301 -1.31387 -0.95022
C 0.71971 -1.37574 0.38076
C 0.30105 -0.39936 1.47306
H -0.65413 -0.91710 -3.48770
H -1.99943 0.11508 -2.86219
H -1.00015 0.44918 -0.71029
H 0.74038 -2.07674 -1.68674
H 1.34201 -2.23195 0.67381
H 0.93335 -0.45724 2.37537
H 0.50380 0.63490 1.09609
H -0.78364 -0.50642 1.73601
O 0.73549 2.86018 2.27054
H 0.28374 3.63711 1.74886
H 0.13949 2.18180 1.96840
*
```

Here are the Mulliken charges for atoms 1 to 4, given in e: number 1, C, carries -0.82; number 2, C, carries 0.07; number 3, C, carries -0.33; number 4, C, carries -0.14


C5H10O | ωB97M-V/def2-TZVPD

Values from the calculation:
LUMO level, eV: 0.710
E, Eh: -271.60013
Relative energy (zero: lowest compared OMol25 entry of this formula, charge and spin), eV: 4.149
HOMO, eV: -7.7

Structure (ORCA input):
```
! RIJCOSX wB97M-V def2-TZVPD def2/J DEFGRID3
* xyz 0 1
C -1.20689 -0.80071 -0.32541
C -0.17634 0.32654 -0.15497
C -0.83258 1.55771 0.49517
C 1.04911 -0.16090 0.59748
C 2.00597 -1.37295 -0.89019
O 1.92604 -0.83651 -1.93125
H -2.08499 -0.45454 -0.88566
H -1.55617 -1.16234 0.65235
H -0.78853 -1.65908 -0.86956
H 0.16176 0.62747 -1.16157
H -0.11271 2.37787 0.61131
H -1.67213 1.92588 -0.11260
H -1.22296 1.30913 1.49188
H 1.81143 0.61641 0.75859
H 0.80015 -0.64634 1.55786
H 1.89884 -1.64764 0.16657
*
```

Here are the Mulliken charges for atoms 1 to 4, given in e: number 1, C, carries -1.36; number 2, C, carries 0.92; number 3, C, carries -1.49; number 4, C, carries -1.45